[1]
The following is a DFT calculation (ωB97M-V/def2-TZVPD) of one molecule with the formula C5H11NO at a distorted geometry.

SMILES: CC[C@@H](C)NC=O
E_HOMO: -0.352 hartree
Frontier orbital gap: 10.48 eV

```
! wB97M-V def2-TZVPD RIJCOSX def2/J DEFGRID3
* xyz 0 1
C -1.716 -0.476 -0.143
C -0.689 0.468 -0.807
C 0.522 0.699 0.113
C 0.231 0.948 1.601
N 1.351 -0.514 -0.028
C 1.497 -1.182 -1.207
O 1.370 -0.717 -2.326
H -1.266 -1.370 0.314
H -2.234 0.050 0.672
H -2.493 -0.826 -0.828
H -0.201 0.159 -1.769
H -1.189 1.410 -1.041
H 1.077 1.568 -0.259
H -0.464 1.786 1.723
H -0.220 0.081 2.099
H 1.145 1.208 2.150
H 1.569 -1.037 0.807
H 1.712 -2.253 -1.069
*
```


[2]
The following is a DFT calculation (ωB97M-V/def2-TZVPD) of a 2-piece molecular cluster, CH2INO2 overall at a distorted geometry.

E_HOMO (spin up / spin down): -0.357 / -0.316 hartree
Frontier orbital gap (spin up / spin down): 8.82 / 6.89 eV

```
! wB97M-V def2-TZVPD RIJCOSX def2/J DEFGRID3
* xyz 0 1
C 0.431 -0.812 1.230
N -0.514 1.427 -1.020
O -0.689 2.590 -0.994
O -0.600 0.652 -1.885
I 0.251 -1.795 -0.602
H 1.500 -0.824 1.435
H -0.379 -1.237 1.836
*
```


[3]
The following is a DFT calculation (ωB97M-V/def2-TZVPD) of a 3-piece molecular cluster, C9H9N2O4 overall at a distorted geometry.

E_HOMO: -0.145 hartree
Frontier orbital gap: 6.60 eV

```
! wB97M-V def2-TZVPD RIJCOSX def2/J DEFGRID3
* xyz -1 1
C -1.760 2.206 0.051
C -1.287 1.708 -1.151
C -1.470 1.540 1.230
C -0.526 0.554 -1.177
C -0.719 0.379 1.203
C -0.236 -0.130 0.000
C -3.549 -0.882 -0.081
C 0.113 -2.545 0.290
C 0.586 -1.346 -0.003
N 3.947 0.000 0.795
N 3.464 -0.751 -0.058
O -3.536 -1.122 1.041
O -3.605 -0.663 -1.205
O 3.791 -0.612 -1.314
O 4.851 0.970 0.270
H -2.349 3.114 0.071
H -1.510 2.226 -2.074
H -1.826 1.928 2.175
H -0.152 0.170 -2.116
H -0.485 -0.140 2.121
H -0.932 -2.711 0.519
H 0.754 -3.410 0.307
H 1.649 -1.202 -0.195
H 4.787 0.721 -0.698
*
```


[4]
The following is a DFT calculation (ωB97M-V/def2-TZVPD) of a 2-piece molecular cluster, HN6O3 overall at a distorted geometry.

E_HOMO (spin up / spin down): -0.107 / -0.082 hartree
Frontier orbital gap (spin up / spin down): 4.98 / 3.69 eV

```
! wB97M-V def2-TZVPD RIJCOSX def2/J DEFGRID3
* xyz -1 1
N 1.845 0.944 0.892
N -1.790 -0.542 -0.359
N -1.053 -0.858 0.510
N -2.866 -0.336 -0.791
N 1.504 0.270 1.905
N 1.550 0.430 -0.304
O 1.127 -0.675 -0.374
O -3.169 0.298 -1.831
O 1.869 1.142 -1.240
H 0.983 -0.673 1.593
*
```


[5]
The following is a DFT calculation (ωB97M-V/def2-TZVPD) of one molecule with the formula C6H10N2O at a distorted geometry.

SMILES: CN1CC[C@@H](O)[C@@H]1C#N
E_HOMO: -0.336 hartree
Frontier orbital gap: 9.87 eV

```
! wB97M-V def2-TZVPD RIJCOSX def2/J DEFGRID3
* xyz 0 1
C 0.076 1.414 1.729
N 0.435 0.477 0.662
C 0.344 -0.921 1.044
C 0.611 -1.602 -0.227
C -0.043 -0.793 -1.348
O -1.168 -1.484 -1.840
C -0.357 0.585 -0.671
C 0.022 1.808 -1.290
N 0.300 2.802 -1.769
H 0.162 2.481 1.456
H -0.931 1.250 2.008
H 0.684 1.172 2.550
H -0.679 -1.119 1.541
H 1.106 -1.116 1.675
H 1.709 -1.456 -0.280
H 0.362 -2.578 -0.530
H 0.738 -0.553 -2.259
H -1.945 -1.037 -2.182
H -1.425 0.669 -0.268
*
```


[6]
The following is a DFT calculation (ωB97M-V/def2-TZVPD) of C6H10N2 as an isolated structure at a distorted geometry.

E_HOMO: -0.314 hartree
Frontier orbital gap: 9.54 eV

```
! wB97M-V def2-TZVPD RIJCOSX def2/J DEFGRID3
* xyz 0 1
C 1.677 -1.243 -0.028
C 0.630 0.252 -0.318
C -0.549 1.212 -0.335
C -1.345 0.926 0.891
C -1.284 -0.644 0.250
C 0.093 -0.966 0.441
H 1.962 -1.937 0.825
H 1.764 -1.624 -1.138
H 2.273 0.561 0.977
H 0.517 0.135 -1.496
H -0.437 2.306 -0.728
H -2.189 1.388 0.980
H -0.796 0.823 1.915
H -2.261 -1.200 0.491
H -1.091 -0.072 -1.692
H 0.598 -0.998 1.516
N 1.995 0.191 -0.064
N -1.377 0.294 -0.944
*
```


[7]
The following is a DFT calculation (ωB97M-V/def2-TZVPD) of one molecule with the formula C3H3F3O2 at a distorted geometry.

SMILES: FCO/C=C(\F)OF
E_HOMO: -0.349 hartree
Frontier orbital gap: 10.29 eV

```
! wB97M-V def2-TZVPD RIJCOSX def2/J DEFGRID3
* xyz 0 1
F 0.230 -2.404 1.456
C -0.699 -1.569 0.922
O -0.216 -0.272 1.017
C 0.284 0.263 -0.120
C 0.506 1.592 -0.183
F 0.512 2.387 0.830
O 1.155 2.284 -1.568
F 0.734 1.460 -2.567
H -0.943 -1.744 -0.158
H -1.706 -1.548 1.373
H 0.145 -0.450 -1.002
*
```


Looking at ΔE to the lowest compared entry with this formula, charge and spin for the records above, in order, we have 16.4, 133.3, 0.0, 35.1, 53.2, 207.1, 125.7 kcal per mole.